Computed, not measured: a molecular structure, C5H9N3 at a distorted geometry, with ωB97M-V/def2-TZVPD.

Structure (XYZ):
```
17
Properties=species:S:1:pos:R:3:forces:R:3
C -2.6641 -0.5250 0.6553 0.4 0.4 -6.5
C -1.5983 0.1340 -0.3693 -0.6 2.2 2.0
C 0.4751 -1.1186 -0.5418 7.1 -2.3 1.1
C 1.7466 1.1538 0.1225 2.6 -1.6 -0.5
C 2.9036 -0.0926 -0.0982 -2.0 -1.0 3.1
H -3.2261 -1.1372 -0.2152 0.6 0.9 2.9
H -3.1538 0.2900 1.0913 -1.3 0.7 0.7
H -2.0608 -1.0499 1.3072 0.7 -1.6 1.4
H -2.6942 1.7549 -0.5475 3.1 -0.7 0.2
H 0.9512 -2.2570 -0.7689 -1.2 3.1 0.3
H 1.4181 1.9974 -0.5595 0.3 -2.0 -0.1
H 2.0709 1.6585 1.0634 -1.0 -1.1 -0.2
H 3.3419 -0.6197 -1.0328 -0.5 1.6 1.6
H 3.3590 -0.4132 1.1453 -0.6 1.1 -4.4
N -1.6219 1.4457 -0.6773 -2.2 -3.6 -0.3
N -0.6951 -0.9037 -0.6707 -5.4 2.0 -1.3
N 1.4477 -0.3176 0.0961 0.1 1.8 -0.1
```
Forces are in eV/Å.

## Properties
HOMO	-0.32345	hartree
max |F|	7.507	eV Å⁻¹
LUMO level	0.870	eV
energy relative to the best compared isomer or geometry (same formula, charge and spin)	619.7	kJ/mol
HOMO-LUMO gap	0.355	Eh